1) Density functional theory data (ωB97M-V/def2-TZVPD) for CHNO3 as an isolated structure.

XYZ file:
```
6
CHNO3 | the OMol25 dataset | ωB97M-V/def2-TZVPD
O -2.138 1.408 -0.042
O -0.872 -1.603 -0.055
O -2.365 -0.904 0.094
N -0.429 -0.183 -0.127
C -1.638 0.357 0.003
H 0.378 0.221 -0.727
```

Computed properties:
HOMO energy   -10.8 eV
Frontier orbital gap   9.7 eV
LUMO energy   -0.04133 Ha
Charge   0

Atomic partial charges in e from the natural (NBO) method, atoms 1 to 2:
1. O -0.533
2. O -0.103

***

2) Density functional theory data (ωB97M-V/def2-TZVPD) for an isolated molecule of CHNO3.

XYZ file:
```
6
CHNO3 | the OMol25 dataset | ωB97M-V/def2-TZVPD
O -3.007 -0.208 -0.295
O -2.676 0.711 0.466
O 0.011 -0.749 0.599
N -2.089 -1.117 -0.556
C -0.770 -0.740 -0.271
H -0.674 -0.233 -1.284
```

Computed properties:
HOMO energy (alpha / beta)   -11.2 / -10.8 eV
Frontier orbital gap (alpha / beta)   9.7 / 9.3 eV
LUMO energy (alpha / beta)   -0.05551 / -0.05574 Ha
Charge   0

Atomic partial charges in e from the natural (NBO) method, atoms 1 to 2:
1. O 0.122
2. O -0.229

***

3) Density functional theory data (ωB97M-V/def2-TZVPD) for an isolated molecule of CHNO3.

XYZ file:
```
6
CHNO3 | the OMol25 dataset | ωB97M-V/def2-TZVPD
O -0.716 -1.195 0.373
O -1.476 -0.285 -0.418
O 1.553 1.319 -0.237
N 0.398 -0.549 0.619
C 0.942 0.407 0.150
H -0.702 0.304 -0.488
```

Computed properties:
HOMO energy   -10.3 eV
Frontier orbital gap   10.2 eV
LUMO energy   -0.00364 Ha
Charge   0
SMILES string   O=C=NOO

Atomic partial charges in e from the natural (NBO) method, atoms 1 to 2:
1. O -0.063
2. O -0.385

***

1) comes first in stability; the runner-up is 14.7 kcal/mol higher.

***

1) Density functional theory data (ωB97M-V/def2-TZVPD) for an isolated molecule of C2HNO3S.

XYZ file:
```
8
C2HNO3S | the OMol25 dataset | ωB97M-V/def2-TZVPD
S 0.091 1.773 0.609
O -1.445 -1.740 0.364
O 0.729 0.350 -1.262
O 1.147 2.341 1.360
N -0.339 0.420 1.205
C 0.222 -0.703 -0.996
C -0.734 -0.810 0.179
H 0.330 -1.632 -1.459
```

Computed properties:
HOMO energy   -10.4 eV
Frontier orbital gap   8.8 eV
LUMO energy   -0.06053 Ha
Charge   0

Atomic partial charges in e from the natural (NBO) method, atoms 1 to 2:
1. S 1.526
2. O -0.452

***

2) Density functional theory data (ωB97M-V/def2-TZVPD) for a 2-piece molecular cluster, C2HNO3S overall.

XYZ file:
```
8
C2HNO3S | the OMol25 dataset | ωB97M-V/def2-TZVPD
S 1.851 -0.152 0.288
O 2.296 0.790 1.272
O -1.384 -1.116 -1.144
O -1.425 1.866 -0.043
N 0.281 -0.138 0.090
C -0.625 -1.082 -0.270
C -0.592 1.570 -0.757
H -0.403 -1.738 0.563
```

Computed properties:
HOMO energy (alpha / beta)   -10.3 / -10.3 eV
Frontier orbital gap (alpha / beta)   8.3 / 8.3 eV
LUMO energy (alpha / beta)   -0.07131 / -0.07134 Ha
Charge   0

Atomic partial charges in e from the natural (NBO) method, atoms 1 to 2:
1. S 1.458
2. O -0.822

***

3) Density functional theory data (ωB97M-V/def2-TZVPD) for C2HNO3S as an isolated structure.

XYZ file:
```
8
C2HNO3S | the OMol25 dataset | ωB97M-V/def2-TZVPD
S 1.612 0.606 0.328
O -1.215 -2.009 -0.209
O 2.733 0.777 -0.564
O -0.341 1.391 -0.211
N 1.080 -0.834 0.289
C -1.079 0.436 0.017
C -0.711 -0.959 -0.101
H -2.079 0.593 0.451
```

Computed properties:
HOMO energy (alpha / beta)   -9.9 / -9.9 eV
Frontier orbital gap (alpha / beta)   7.7 / 7.7 eV
LUMO energy (alpha / beta)   -0.08326 / -0.08321 Ha
Charge   0

Atomic partial charges in e from the natural (NBO) method, atoms 1 to 2:
1. S 1.515
2. O -0.409

***

4) Density functional theory data (ωB97M-V/def2-TZVPD) for a 2-piece molecular cluster, C2HNO3S overall.

XYZ file:
```
8
C2HNO3S | the OMol25 dataset | ωB97M-V/def2-TZVPD
S 0.397 -1.979 -0.441
O -1.395 0.338 -1.352
O -0.993 1.952 0.193
O 1.716 0.590 2.023
N 0.714 -0.493 0.217
C 1.259 -0.024 1.182
C -1.209 1.140 -0.553
H -0.489 -1.524 -1.269
```

Computed properties:
HOMO energy   -9.1 eV
Frontier orbital gap   9.6 eV
LUMO energy   0.01528 Ha
Charge   0
SMILES string   O=C=NS.O=C=O

Atomic partial charges in e from the natural (NBO) method, atoms 1 to 2:
1. S 0.248
2. O -0.548

***

4) comes first in stability; the runner-up is 64.1 kcal/mol higher.

***

1) Density functional theory data (ωB97M-V/def2-TZVPD) for an isolated molecule of C6H14NO.

XYZ file:
```
22
C6H14NO | the OMol25 dataset | ωB97M-V/def2-TZVPD
O -2.407 -0.672 1.503
N -0.199 -1.085 1.808
C -0.248 -0.292 -2.430
C -1.494 -0.239 2.249
C 0.962 -0.628 -0.225
C 0.953 -0.351 1.288
C -0.071 0.226 -1.087
C 0.569 1.647 -0.861
H -0.119 0.576 -3.094
H 0.165 -1.263 -2.727
H -0.159 2.408 -1.387
H -1.003 0.169 -0.326
H -0.663 -1.794 1.108
H 0.676 1.885 0.226
H 1.543 1.594 -1.438
H 0.940 -1.721 -0.539
H 1.842 -0.886 1.762
H -1.275 0.935 2.226
H 0.806 0.652 1.755
H -1.282 -0.617 -2.561
H -1.542 -0.317 3.399
H 2.007 -0.227 -0.647
```

Computed properties:
Spin multiplicity   2
HOMO energy (alpha / beta)   -9.4 / -9.1 eV
Frontier orbital gap (alpha / beta)   10.4 / 7.1 eV
LUMO energy (alpha / beta)   0.03670 / -0.07208 Ha
Charge   0

Atomic partial charges in e from the natural (NBO) method, atoms 1 to 2:
1. O -0.501
2. N -0.459

***

2) Density functional theory data (ωB97M-V/def2-TZVPD) for a 2-piece molecular cluster, C6H14NO overall.

XYZ file:
```
22
C6H14NO | the OMol25 dataset | ωB97M-V/def2-TZVPD
O 1.035 -2.868 0.038
N -1.817 -1.552 -0.598
C -0.918 1.785 -0.364
C -1.972 2.580 -0.283
C 1.085 -1.662 0.807
C 0.524 2.105 -0.077
C 1.225 0.897 0.590
C 1.128 -0.443 -0.082
H -1.011 0.789 -0.780
H 1.003 2.253 -1.051
H 0.822 0.805 1.601
H -1.470 -1.161 0.259
H 1.876 -0.564 -0.857
H 0.670 2.993 0.534
H -1.334 -2.290 -1.076
H -2.782 -1.781 -0.406
H 1.422 -2.630 -0.816
H 1.979 -1.649 1.443
H 2.295 1.140 0.625
H -2.956 2.272 -0.613
H -1.853 3.618 0.023
H 0.158 -1.593 1.379
```

Computed properties:
Spin multiplicity   2
HOMO energy (alpha / beta)   -8.4 / -9.5 eV
Frontier orbital gap (alpha / beta)   9.3 / 9.6 eV
LUMO energy (alpha / beta)   0.03604 / 0.00453 Ha
Charge   0

Atomic partial charges in e from the natural (NBO) method, atoms 1 to 2:
1. O -0.714
2. N -1.099

***

2) comes first in stability; the runner-up is 44.7 kcal/mol higher.

***

1) Density functional theory data (ωB97M-V/def2-TZVPD) for an isolated molecule of C6H8O3S.

XYZ file:
```
18
C6H8O3S | the OMol25 dataset | ωB97M-V/def2-TZVPD
S -1.673 -0.311 0.113
O 0.285 2.532 -0.650
O -2.600 0.640 0.619
O -2.439 -1.451 -0.374
C -0.572 -0.719 1.472
C -0.327 0.261 -1.226
C 0.357 1.381 -0.327
C 1.156 0.990 0.887
C 0.494 -0.903 -1.671
C 0.539 -0.105 1.687
H -0.247 -1.604 -2.076
H 1.227 -0.610 2.441
H -0.943 0.684 -1.949
H -0.898 -1.539 2.112
H 0.998 -1.270 -0.753
H 2.174 0.701 0.716
H 1.262 1.966 1.466
H 1.208 -0.643 -2.488
```

Computed properties:
HOMO energy   -10.2 eV
Frontier orbital gap   10.4 eV
LUMO energy   0.00907 Ha
Charge   0
SMILES string   C[C@@H]1C(=O)CC=CS1(=O)=O

Atomic partial charges in e from the natural (NBO) method, atoms 1 to 2:
1. S 2.068
2. O -0.491

***

2) Density functional theory data (ωB97M-V/def2-TZVPD) for an isolated molecule of C6H8O3S.

XYZ file:
```
18
C6H8O3S | the OMol25 dataset | ωB97M-V/def2-TZVPD
S -3.852 -0.172 0.053
O -1.182 1.365 0.080
O -4.278 1.068 -0.598
O -4.928 -1.163 0.218
C -2.344 -0.872 -0.024
C 2.659 -0.755 -0.414
C -1.005 0.185 0.029
C 1.581 1.467 0.258
C 1.403 0.046 -0.060
C 0.198 -0.566 -0.051
H 2.548 -1.806 -0.412
H 1.455 1.589 1.454
H 3.385 -0.566 0.257
H -0.006 -1.583 -0.185
H -2.131 -1.632 0.767
H 0.704 2.153 -0.148
H 3.133 -0.447 -1.310
H 2.663 1.688 0.086
```

Computed properties:
HOMO energy (alpha / beta)   -9.6 / -9.6 eV
Frontier orbital gap (alpha / beta)   8.3 / 8.3 eV
LUMO energy (alpha / beta)   -0.04652 / -0.04654 Ha
Charge   0
SMILES string   CC(C)=CC(=O)C=S(=O)=O

Atomic partial charges in e from the natural (NBO) method, atoms 1 to 2:
1. S 2.014
2. O -0.544

***

1) comes first in stability; the runner-up is 47.2 kcal/mol higher.

***

1) Density functional theory data (ωB97M-V/def2-TZVPD) for an isolated ion of composition C3HClFO2 and charge -1.

XYZ file:
```
8
C3HClFO2 | the OMol25 dataset | ωB97M-V/def2-TZVPD
Cl 0.420 2.225 0.277
F -1.625 -0.170 1.782
O 1.369 -0.623 -1.950
O 1.348 -0.237 0.363
C -1.502 -0.257 0.375
C 0.984 -0.155 -0.903
C 0.119 0.531 -0.046
H -1.114 -1.313 0.102
```

Computed properties:
HOMO energy   -2.8 eV
Frontier orbital gap   6.5 eV
LUMO energy   0.13295 Ha
Charge   -1

Atomic partial charges in e from the natural (NBO) method, atoms 1 to 2:
1. Cl -0.062
2. F -0.444

***

2) Density functional theory data (ωB97M-V/def2-TZVPD) for a 2-piece molecular cluster, C3HClFO2 overall.

XYZ file:
```
8
C3HClFO2 | the OMol25 dataset | ωB97M-V/def2-TZVPD
Cl -1.449 -1.977 -0.262
F 2.042 0.868 0.310
O -1.737 1.445 -1.296
O -1.358 0.608 0.898
C -1.313 0.743 -0.369
C -0.565 -0.415 0.055
C 1.894 -0.381 0.751
H 2.486 -0.890 -0.086
```

Computed properties:
HOMO energy   -3.7 eV
Frontier orbital gap   7.5 eV
LUMO energy   0.13931 Ha
Charge   -1

Atomic partial charges in e from the natural (NBO) method, atoms 1 to 2:
1. Cl -0.177
2. F -0.395

***

1) comes first in stability; the runner-up is 36.7 kcal/mol higher.

***

1) Density functional theory data (ωB97M-V/def2-TZVPD) for an isolated ion of composition C2H9N4 and charge +1.

XYZ file:
```
15
C2H9N4 | the OMol25 dataset | ωB97M-V/def2-TZVPD
N 1.191 1.498 0.225
N -0.583 0.284 -0.848
N -1.762 -0.249 -0.281
N 0.313 -0.483 1.372
C 0.520 -0.717 -1.167
C 0.524 0.289 0.159
H 0.835 0.054 2.111
H 0.328 -1.750 -0.930
H -2.147 -0.963 -0.936
H 1.763 1.648 1.126
H 1.079 2.186 -0.433
H -2.357 0.543 -0.176
H 1.061 -0.412 -2.109
H 0.605 -1.368 1.220
H -1.371 -0.562 0.668
```

Computed properties:
HOMO energy   -13.0 eV
Frontier orbital gap   9.8 eV
LUMO energy   -0.11936 Ha
Charge   +1
SMILES string   NC1(N)CN1[NH3+]

Atomic partial charges in e from the natural (NBO) method, atoms 1 to 2:
1. N -0.840
2. N -0.284

***

2) Density functional theory data (ωB97M-V/def2-TZVPD) for a 2-piece molecular cluster, C2H9N4 overall.

XYZ file:
```
15
C2H9N4 | the OMol25 dataset | ωB97M-V/def2-TZVPD
N -0.319 -0.846 -0.659
N -2.871 -0.123 -0.176
N -0.617 0.273 0.116
N 2.316 0.245 -0.580
C 2.772 0.323 0.559
C -1.883 0.534 0.421
H -0.187 -0.605 -1.643
H 2.686 -0.055 -1.437
H -2.216 1.048 1.372
H 0.519 -1.318 -0.292
H 0.080 0.647 0.777
H 3.843 0.156 0.755
H 2.313 0.749 1.457
H -3.813 -0.224 0.282
H -2.623 -0.805 -0.952
```

Computed properties:
HOMO energy   -13.1 eV
Frontier orbital gap   9.5 eV
LUMO energy   -0.13297 Ha
Charge   +1

Atomic partial charges in e from the natural (NBO) method, atoms 1 to 2:
1. N -0.656
2. N -0.730

***

2) comes first in stability; the runner-up is 18.8 kcal/mol higher.